{
  "formula": "C5H8O2",
  "method": "ωB97M-V/def2-TZVPD",
  "lumo_energy_ev": 0.26,
  "orbital_gap_ev": 9.24,
  "e_above_lowest_kj_mol": 364.1,
  "multiplicity": 1,
  "smiles": "OC[C@@H]1C=CCO1",
  "symbols": ["O", "C", "C", "C", "C", "C", "O", "H", "H", "H", "H", "H", "H", "H", "H"],
  "xyz": [[-1.531, -0.479, -2.180], [-0.382, -0.798, -1.432], [0.145, 0.428, -0.669], [1.296, 0.094, 0.261], [0.844, -0.458, 1.384], [-0.284, 0.609, 1.517], [-0.884, 0.825, 0.250], [-2.199, -0.179, -1.548], [-0.584, -1.599, -0.700], [0.369, -1.168, -2.139], [0.375, 1.226, -1.381], [2.243, 0.603, 0.259], [1.468, -0.718, 2.239], [0.117, 1.589, 1.879], [-0.916, 0.165, 2.238]],
  "mulliken_charge": [-0.52, -0.69, 0.29, -0.36, -0.52, -0.33, -0.45, 0.34, 0.30, 0.35, 0.31, 0.35, 0.33, 0.23, 0.36]
}



{
  "formula": "C3H8OS",
  "method": "ωB97M-V/def2-TZVPD",
  "lumo_energy_ev": [-0.71, -0.63],
  "orbital_gap_ev": [7.18, 7.32],
  "e_above_lowest_kj_mol": 654.4,
  "multiplicity": 1,
  "symbols": ["C", "C", "C", "O", "S", "H", "H", "H", "H", "H", "H", "H", "H"],
  "xyz": [[-1.126, 1.594, 0.291], [0.461, 0.609, -1.696], [-0.064, -1.902, 0.759], [1.237, 0.577, 0.710], [-0.114, 0.283, -0.196], [-0.740, 1.833, 1.269], [-2.166, 1.345, 0.251], [0.868, -0.257, -1.977], [-0.025, 1.277, -2.368], [0.803, -1.805, 1.332], [-0.951, -2.150, 1.310], [0.071, -2.715, -0.031], [1.746, 1.312, 0.346]],
  "mulliken_charge": [-0.83, -0.76, -0.80, -0.50, 0.46, 0.28, 0.29, 0.31, 0.31, 0.29, 0.30, 0.27, 0.37]
}



{
  "formula": "C6H14",
  "method": "ωB97M-V/def2-TZVPD",
  "lumo_energy_ev": 1.16,
  "orbital_gap_ev": 11.54,
  "e_above_lowest_kj_mol": 159.3,
  "multiplicity": 1,
  "smiles": "CCCC(C)C",
  "symbols": ["C", "C", "C", "C", "C", "C", "H", "H", "H", "H", "H", "H", "H", "H", "H", "H", "H", "H", "H", "H"],
  "xyz": [[1.222, 1.267, -1.246], [-0.230, 1.334, -1.007], [-0.434, 0.879, 0.395], [0.041, -0.570, 0.602], [-0.421, -1.185, 1.844], [-0.229, -1.562, -0.544], [1.630, 0.338, -0.831], [1.466, 1.187, -2.340], [1.853, 2.120, -0.872], [-0.813, 0.649, -1.749], [-0.575, 2.414, -1.221], [-1.527, 0.929, 0.813], [0.166, 1.683, 1.030], [1.173, -0.662, 0.721], [-1.452, -0.991, 1.872], [-0.110, -0.913, 2.897], [-0.526, -2.256, 1.834], [0.264, -1.483, -1.485], [0.075, -2.523, -0.107], [-1.315, -1.472, -0.830]],
  "mulliken_charge": [-1.09, -0.24, -0.65, 1.04, -1.75, -1.50, 0.25, 0.30, 0.33, 0.23, 0.28, 0.25, 0.21, 0.10, 0.45, 0.30, 0.38, 0.35, 0.45, 0.31]
}



{
  "formula": "C4H15NO3",
  "method": "ωB97M-V/def2-TZVPD",
  "lumo_energy_ev": 0.63,
  "orbital_gap_ev": 9.01,
  "e_above_lowest_kj_mol": 105.9,
  "multiplicity": 1,
  "smiles": "CNCCCO.O.O",
  "symbols": ["C", "N", "C", "C", "C", "O", "H", "H", "H", "H", "H", "H", "H", "H", "H", "H", "H", "O", "H", "H", "O", "H", "H"],
  "xyz": [[-1.920, -0.797, -0.722], [-0.966, -1.787, -0.260], [-0.598, -1.644, 1.137], [0.815, -1.136, 1.419], [0.992, 0.338, 0.953], [0.287, 1.225, 1.807], [-2.158, -0.838, -1.783], [-2.847, -0.891, -0.163], [-1.530, 0.224, -0.578], [-0.248, -1.924, -0.932], [-1.382, -1.041, 1.598], [-0.672, -2.617, 1.622], [0.809, -0.989, 2.503], [1.614, -1.725, 0.980], [0.690, 0.444, -0.093], [2.045, 0.604, 1.047], [-0.658, 1.052, 1.762], [0.125, 2.919, -0.970], [0.745, 3.184, -0.273], [-0.566, 2.554, -0.400], [1.086, 0.020, -2.673], [0.926, 0.942, -2.426], [1.960, 0.065, -3.081]],
  "mulliken_charge": [-0.67, -0.32, -0.80, -0.52, -0.25, -0.58, 0.33, 0.34, 0.06, 0.30, 0.38, 0.26, 0.28, 0.37, 0.08, 0.37, 0.37, -0.65, 0.33, 0.31, -0.61, 0.32, 0.29]
}



{
  "formula": "C3H11N3",
  "method": "ωB97M-V/def2-TZVPD",
  "lumo_energy_ev": 0.88,
  "orbital_gap_ev": 8.96,
  "e_above_lowest_kj_mol": 159.9,
  "multiplicity": 1,
  "smiles": "C=CN.NCN",
  "symbols": ["C", "C", "N", "H", "H", "H", "H", "H", "N", "C", "N", "H", "H", "H", "H", "H", "H"],
  "xyz": [[-0.459, 3.225, -0.630], [0.361, 3.363, -1.674], [1.060, 2.334, -2.250], [-0.864, 2.280, -0.315], [-0.762, 4.167, -0.198], [0.517, 4.375, -2.022], [1.074, 1.500, -1.689], [1.915, 2.485, -2.751], [0.031, -3.152, 2.406], [-0.105, -2.076, 1.404], [-0.825, -2.460, 0.187], [-0.830, -3.159, 2.953], [-0.049, -4.046, 1.928], [-0.659, -1.278, 1.908], [0.893, -1.720, 1.170], [-0.246, -2.390, -0.640], [-1.053, -3.449, 0.213]],
  "mulliken_charge": [-0.88, 0.17, -0.49, 0.29, 0.22, 0.28, 0.19, 0.23, -0.62, -0.18, -0.58, 0.25, 0.23, 0.23, 0.23, 0.24, 0.20]
}



{
  "formula": "C6H10N3OS",
  "method": "ωB97M-V/def2-TZVPD",
  "lumo_energy_ev": -4.00,
  "orbital_gap_ev": 7.12,
  "e_above_lowest_kj_mol": 409.5,
  "total_charge": 1,
  "multiplicity": 1,
  "symbols": ["C", "C", "C", "C", "C", "C", "N", "N", "N", "O", "S", "H", "H", "H", "H", "H", "H", "H", "H", "H", "H"],
  "xyz": [[0.951, -2.008, -0.748], [-2.374, -0.770, 0.105], [2.178, -0.174, 0.540], [1.593, -0.709, -0.786], [-0.233, 0.977, -0.124], [-2.145, -1.185, 1.451], [0.351, -2.974, -0.881], [0.470, 0.189, -1.137], [-0.108, 2.648, -0.416], [-2.828, -0.435, -0.861], [0.741, 0.678, 1.338], [2.366, -1.037, 1.248], [2.961, 0.471, 0.325], [2.380, -0.652, -1.530], [-1.170, -1.701, 1.446], [-2.951, -1.948, 1.556], [-2.170, -0.288, 2.059], [0.109, 0.159, -2.101], [-0.897, 2.952, -0.997], [0.751, 2.778, -1.051], [0.024, 3.027, 0.565]],
  "mulliken_charge": [0.10, 0.74, -0.73, 0.09, -0.52, -0.72, -0.45, -0.19, -0.43, -0.10, -0.22, 0.36, 0.43, 0.32, 0.29, 0.37, 0.34, 0.22, 0.31, 0.37, 0.40]
}